{"formula": "C40H47N9O5S2Si2Sr", "method": "ωB97M-V/def2-TZVPD", "gap_ev": 4.480, "e_homo_ev": -0.60, "total_charge": -2, "e_lumo_ev": 3.8800, "elements": ["Sr", "C", "C", "N", "N", "C", "S", "N", "N", "H", "H", "H", "H", "H", "H", "C", "Si", "C", "C", "C", "C", "C", "C", "C", "Si", "C", "C", "H", "H", "H", "H", "H", "H", "H", "H", "H", "H", "H", "H", "H", "H", "H", "H", "C", "C", "C", "C", "C", "C", "C", "S", "O", "O", "N", "C", "C", "C", "C", "C", "C", "C", "C", "N", "C", "H", "H", "H", "H", "H", "H", "H", "H", "H", "H", "H", "H", "H", "O", "C", "O", "C", "C", "C", "C", "C", "N", "H", "H", "H", "H", "N", "C", "N", "C", "C", "O", "C", "C", "H", "H", "H", "H", "H", "H", "H", "H"], "xyz": [[-0.13, 0.83, 1.57], [-2.10, -5.32, 0.36], [-2.90, -4.08, 0.40], [-4.19, -4.00, 0.32], [-4.43, -2.64, 0.36], [-3.31, -1.89, 0.46], [-3.13, -0.24, 0.49], [-2.33, -2.84, 0.50], [-0.97, -2.64, 0.61], [-2.76, -6.19, 0.39], [-1.41, -5.35, 1.21], [-1.50, -5.34, -0.55], [-5.36, -2.28, 0.33], [-0.66, -2.02, -0.14], [-0.77, -2.17, 1.50], [3.21, 0.73, -1.26], [2.11, -0.62, -0.38], [2.06, -1.96, -1.78], [3.50, -1.36, 0.79], [4.77, -1.56, 0.22], [5.87, -1.97, 0.96], [5.72, -2.19, 2.33], [4.47, -2.02, 2.90], [3.34, -1.62, 2.17], [1.60, -1.53, 3.02], [2.05, -1.47, 4.91], [1.19, -3.43, 2.94], [4.04, 0.30, -1.82], [3.63, 1.40, -0.50], [2.63, 1.35, -1.95], [3.05, -2.21, -2.17], [1.45, -1.60, -2.62], [1.59, -2.89, -1.43], [4.91, -1.39, -0.84], [6.83, -2.11, 0.48], [6.57, -2.50, 2.93], [4.37, -2.22, 3.97], [2.63, -2.34, 5.24], [1.12, -1.45, 5.48], [2.62, -0.57, 5.18], [2.00, -4.00, 3.40], [1.07, -3.77, 1.91], [0.27, -3.65, 3.48], [1.02, 2.18, -6.26], [0.52, 2.47, -4.87], [0.59, 1.49, -3.88], [0.16, 1.74, -2.59], [-0.35, 2.99, -2.27], [-0.42, 3.99, -3.24], [0.01, 3.72, -4.53], [-0.89, 3.32, -0.61], [-1.73, 2.18, -0.23], [-1.51, 4.63, -0.65], [0.36, 3.14, 0.32], [1.36, 4.04, 0.56], [1.50, 5.33, 0.06], [2.62, 6.12, 0.37], [3.61, 5.66, 1.19], [3.49, 4.37, 1.76], [4.47, 3.83, 2.62], [4.30, 2.58, 3.15], [3.11, 1.88, 2.84], [2.19, 2.36, 2.05], [2.36, 3.57, 1.48], [0.82, 1.15, -6.55], [2.10, 2.34, -6.32], [0.55, 2.84, -6.99], [0.99, 0.51, -4.11], [0.24, 0.97, -1.82], [-0.83, 4.95, -2.97], [-0.05, 4.49, -5.29], [0.73, 5.71, -0.60], [2.69, 7.11, -0.06], [4.48, 6.27, 1.42], [5.36, 4.40, 2.84], [5.04, 2.13, 3.79], [2.93, 0.90, 3.26], [-3.52, 1.54, 4.47], [-2.74, 0.76, 3.93], [-1.66, 1.02, 3.34], [-3.13, -0.73, 3.99], [-4.35, -1.07, 4.58], [-4.73, -2.39, 4.64], [-3.88, -3.36, 4.12], [-2.69, -2.94, 3.57], [-2.32, -1.66, 3.48], [-4.96, -0.26, 4.96], [-5.68, -2.67, 5.09], [-4.13, -4.41, 4.15], [-1.99, -3.66, 3.16], [-2.37, -2.79, -2.71], [-3.01, -1.83, -2.83], [-3.78, -0.76, -2.97], [-4.88, -0.82, -3.93], [-4.43, -0.25, -5.27], [-3.92, 1.05, -5.12], [-2.78, 1.06, -4.25], [-3.16, 0.57, -2.87], [-5.70, -0.21, -3.54], [-5.22, -1.85, -4.03], [-5.27, -0.19, -5.97], [-3.66, -0.91, -5.70], [-2.42, 2.09, -4.21], [-2.00, 0.42, -4.67], [-3.88, 1.24, -2.39], [-2.30, 0.52, -2.20]], "mulliken_charge": [1.464, -1.456, 1.352, -1.073, 0.414, -0.473, -0.141, 1.170, -0.340, 0.408, 0.234, 0.260, 0.196, -0.436, -0.172, -1.321, 1.009, -1.643, 0.021, -0.471, -0.747, -0.750, -0.529, 0.583, 1.256, -1.781, -1.552, 0.446, 0.317, 0.147, 0.444, 0.314, 0.309, 0.135, 0.348, 0.362, 0.177, 0.365, 0.252, 0.335, 0.635, 0.320, 0.269, -1.813, 1.135, -0.464, -0.375, 0.308, -0.677, -0.808, 0.767, -0.379, -0.797, 0.479, -0.277, -0.687, -0.754, -0.944, 1.251, -0.791, -1.106, -0.474, 0.622, -0.379, 0.373, 0.337, 0.407, 0.278, 0.081, 0.540, 0.329, 0.489, 0.364, 0.353, 0.359, 0.458, 0.487, -0.817, -0.209, -0.747, 0.369, -0.569, -0.388, -0.939, -0.188, 0.439, 0.510, 0.380, 0.410, 0.309, -0.689, 0.609, 0.121, -0.740, -0.472, -0.477, -0.268, 0.210, 0.307, 0.498, 0.402, 0.264, 0.152, 0.346, 0.039, -0.213]}

{"formula": "C31H48B2O13", "method": "ωB97M-V/def2-TZVPD", "gap_ev": 8.684, "e_homo_ev": -9.09, "smiles": "CCOB(O)c1cc(B(O)O)c2c(c1CCCO)C(=O)c1ccccc1C2=O.COCCOCCOC.COCCOCCOC", "e_lumo_ev": -0.4079, "elements": ["C", "C", "O", "B", "O", "C", "C", "C", "B", "O", "O", "C", "C", "C", "C", "C", "C", "O", "C", "O", "C", "C", "C", "C", "C", "C", "C", "O", "H", "H", "H", "H", "H", "H", "H", "H", "H", "H", "H", "H", "H", "H", "H", "H", "H", "H", "H", "H", "C", "O", "C", "C", "O", "C", "C", "O", "C", "H", "H", "H", "H", "H", "H", "H", "H", "H", "H", "H", "H", "H", "H", "C", "O", "C", "C", "O", "C", "C", "O", "C", "H", "H", "H", "H", "H", "H", "H", "H", "H", "H", "H", "H", "H", "H"], "xyz": [[-1.23, -1.87, 3.07], [-0.80, -0.53, 3.74], [0.02, 0.29, 2.90], [-0.67, 1.38, 2.38], [-0.15, 2.65, 2.53], [-2.03, 1.08, 1.62], [-1.92, 0.30, 0.47], [-3.02, -0.02, -0.30], [-2.84, -0.96, -1.57], [-2.43, -0.49, -2.80], [-3.12, -2.28, -1.39], [-4.24, 0.48, 0.11], [-4.36, 1.26, 1.25], [-3.26, 1.59, 2.04], [-3.37, 2.47, 3.27], [-4.38, 1.95, 4.34], [-5.03, 3.08, 5.18], [-5.53, 4.17, 4.42], [-5.77, 1.74, 1.56], [-6.04, 2.86, 1.94], [-6.84, 0.68, 1.32], [-7.90, 0.52, 2.16], [-8.82, -0.49, 1.91], [-8.65, -1.31, 0.81], [-7.60, -1.13, -0.06], [-6.69, -0.13, 0.21], [-5.49, 0.16, -0.67], [-5.55, 0.17, -1.88], [-2.32, -1.91, 3.03], [-0.80, -1.97, 2.07], [-0.92, -2.74, 3.66], [-1.71, -0.02, 4.09], [-0.22, -0.79, 4.64], [0.06, 2.82, 3.45], [-0.94, -0.06, 0.19], [-2.66, 0.44, -2.90], [-2.98, -2.78, -2.21], [-2.42, 2.61, 3.79], [-3.67, 3.46, 2.92], [-3.77, 1.38, 5.06], [-5.11, 1.24, 3.94], [-4.25, 3.47, 5.86], [-5.89, 2.69, 5.74], [-4.81, 4.74, 4.15], [-8.02, 1.15, 3.04], [-9.68, -0.67, 2.53], [-9.33, -2.13, 0.59], [-7.43, -1.77, -0.92], [3.89, 1.26, -6.86], [3.44, 0.25, -5.98], [3.84, 0.47, -4.64], [2.84, -0.12, -3.67], [1.64, 0.63, -3.55], [0.72, 0.60, -4.63], [0.00, -0.73, -4.78], [0.84, -1.69, -5.40], [0.55, -3.01, -4.98], [4.98, 1.24, -6.95], [3.45, 1.06, -7.84], [3.55, 2.24, -6.52], [3.94, 1.54, -4.44], [4.82, -0.01, -4.50], [3.29, -0.10, -2.68], [2.63, -1.17, -3.90], [1.19, 0.91, -5.56], [-0.03, 1.35, -4.38], [-0.88, -0.59, -5.43], [-0.33, -1.07, -3.80], [0.61, -3.10, -3.89], [1.30, -3.67, -5.42], [-0.44, -3.32, -5.32], [8.57, -1.54, 3.18], [7.57, -0.81, 2.50], [8.10, 0.19, 1.65], [7.19, 0.44, 0.47], [7.25, -0.58, -0.53], [6.64, -1.83, -0.23], [5.13, -1.79, -0.20], [4.66, -1.20, 1.00], [3.42, -0.54, 0.84], [9.09, -0.90, 3.90], [8.08, -2.35, 3.72], [9.28, -1.97, 2.48], [9.09, -0.10, 1.29], [8.18, 1.12, 2.24], [7.53, 1.35, -0.03], [6.16, 0.62, 0.78], [7.05, -2.25, 0.69], [6.94, -2.49, -1.04], [4.74, -2.81, -0.25], [4.77, -1.23, -1.07], [3.49, 0.22, 0.06], [3.19, -0.04, 1.78], [2.62, -1.25, 0.61]], "mulliken_charge": [-1.139, 0.172, -0.443, 0.731, -0.726, 0.499, -1.253, -0.333, 1.075, -0.533, -0.574, 0.463, 1.134, -0.470, -1.029, -0.415, -0.853, -0.505, 0.104, -0.530, 0.392, -0.619, -0.716, -0.484, -0.773, 0.584, -0.358, -0.600, 0.326, 0.212, 0.319, -0.203, 0.621, 0.318, 0.598, 0.282, 0.299, 0.233, 0.511, 0.422, 0.384, 0.362, 0.374, 0.339, 0.514, 0.387, 0.383, 0.494, -0.800, -0.251, -0.593, 0.192, -0.477, -0.466, -0.295, -0.327, -0.744, 0.327, 0.234, 0.341, 0.361, 0.397, -0.148, 0.156, 0.104, 0.487, 0.453, 0.165, 0.299, 0.250, 0.319, -0.792, -0.252, -0.579, -0.271, -0.478, -0.522, 0.084, -0.317, -0.801, 0.327, 0.233, 0.343, 0.356, 0.392, 0.408, 0.079, 0.158, 0.453, 0.447, -0.207, 0.297, 0.313, 0.367]}